{
  "formula": "C4H11NO2",
  "method": "ωB97M-V with the def2-TZVPD basis set",
  "elements": ["H", "H", "H", "C", "C", "C", "H", "H", "N", "O", "H", "O", "H", "H", "H", "H", "H", "C"],
  "positions_angstrom": [[0.7203, -1.5352, -0.3919], [0.0996, 0.7416, 1.3282], [0.6591, 1.4074, -0.8702], [0.8175, -0.1402, 1.1556], [0.6914, 0.1579, -2.6576], [0.1088, 1.3394, -3.4941], [-2.1713, -2.1358, 6.0110], [0.5566, -0.8440, 1.9047], [0.8219, -0.5719, -0.3256], [-2.7609, -1.4612, 5.5803], [0.4979, -0.8108, -3.0614], [-0.0375, 2.4595, -3.0170], [-2.9952, -0.8105, 6.2177], [-0.9584, 0.3293, -1.2111], [1.7658, 0.1287, -2.6822], [1.9118, 0.1354, 1.3838], [0.0014, 1.1836, -4.6434], [0.2714, 0.4267, -1.2268]],
  "total_energy_ev": -9909.418,
  "orbital_gap_ev": 9.302,
  "total_charge": 0,
  "e_homo_ev": -8.39,
  "smiles": "CNCCC=O.O"
}



{
  "formula": "C4H11NO2",
  "method": "ωB97M-V with the def2-TZVPD basis set",
  "elements": ["C", "H", "N", "C", "H", "H", "O", "O", "H", "H", "H", "C", "H", "H", "H", "H", "H", "C"],
  "positions_angstrom": [[0.5534, -0.8976, 1.8708], [1.0849, -1.7279, 1.4316], [-1.1908, -0.8369, -0.5149], [0.0765, -0.1328, -0.5437], [-1.2134, -1.4669, 0.2780], [0.8920, -0.7683, -0.9213], [-0.0701, 0.7905, -2.8128], [-0.0834, 1.4147, 1.3837], [-1.3434, -1.4215, -1.3268], [1.0278, 1.5614, -1.3541], [1.6085, 0.5486, 0.7471], [0.5635, 0.2593, 0.8605], [-0.4257, -1.1621, 2.1769], [-1.0227, 1.2041, 1.4776], [1.1033, -0.5366, 2.7382], [-0.8676, 0.2718, -2.9521], [-0.7397, 1.7946, -1.1211], [0.0468, 1.1058, -1.4175]],
  "total_energy_ev": -9911.064,
  "orbital_gap_ev": 10.484,
  "total_charge": 0,
  "e_homo_ev": -9.71,
  "smiles": "C[C@H](O)[C@@H](N)CO"
}



{
  "formula": "C4H11NO2",
  "method": "ωB97M-V with the def2-TZVPD basis set",
  "elements": ["H", "N", "O", "C", "H", "H", "C", "H", "H", "H", "C", "H", "C", "H", "H", "H", "O", "H"],
  "positions_angstrom": [[-0.9411, 0.2534, -1.9566], [-1.2975, -2.1414, 0.2259], [0.9808, 1.5216, 0.1285], [3.2314, 1.3316, 1.1014], [3.8801, 2.1597, 0.8172], [0.0367, -1.1822, -1.9561], [-1.7953, -1.1277, -0.6439], [-1.9849, -2.8281, 0.4986], [3.2483, 0.6160, 0.2617], [1.5196, 2.6535, 1.6331], [1.7238, 1.6388, 1.2892], [-0.4967, -2.5512, -0.2395], [-0.9912, -0.8428, -1.8681], [1.4310, 0.9407, 2.1049], [-1.5014, -1.1444, -2.7915], [3.5292, 0.6990, 1.9267], [-2.7300, -0.4583, -0.2933], [1.0298, 0.7795, -0.4460]],
  "total_energy_ev": -9910.856,
  "orbital_gap_ev": 10.715,
  "total_charge": 0,
  "e_homo_ev": -10.08,
  "smiles": "CC(N)=O.CCO"
}



{
  "formula": "C4H11NO2",
  "method": "ωB97M-V with the def2-TZVPD basis set",
  "elements": ["H", "H", "H", "H", "C", "H", "H", "H", "N", "H", "H", "H", "C", "H", "O", "C", "C", "O"],
  "positions_angstrom": [[-0.7118, 4.9178, -5.4537], [-0.6493, -1.7381, 1.4899], [0.8302, 0.4002, 0.0880], [0.6846, -1.0637, -0.8329], [-1.9027, -0.2768, 0.6096], [6.2788, -1.8429, 1.8662], [-1.8441, 0.5920, -0.0363], [-1.7538, 5.2986, -4.2479], [-3.1356, -0.4994, 1.2510], [6.8953, -0.8388, 2.8869], [1.3641, -1.0069, 0.8656], [-3.1585, -2.4524, 0.6167], [-0.7752, -0.9589, 0.7296], [-4.4819, -1.8434, 1.8609], [-1.6287, 4.8910, -5.1239], [-3.5941, -1.6754, 1.2548], [0.5930, -0.6669, 0.1766], [6.9897, -1.2360, 1.9989]],
  "total_energy_ev": -9909.563,
  "orbital_gap_ev": 9.736,
  "total_charge": 0,
  "e_homo_ev": -8.98,
  "smiles": "C=N/C=C/C.O.O"
}



Computed values of relative energy (zero: lowest compared OMol25 entry of this formula, charge and spin) (unit: kJ/mol) for the preceding records, in sequence: 272.49, 113.69, 133.76, 258.44.